[1]
157
Properties=species:S:1:pos:R:3:forces:R:3:mulliken_charge:R:1 method="wB97M-V/def2-TZVPD" total_charge=-1 lumo_energy_ev=-2.3 gap_ev=2.07 largest_force_ev_per_a=9.7
C 9.129 -2.410 -0.636 -0.755 -0.606 -0.555 -0.741
B 9.192 -1.764 -2.177 -0.930 -0.594 -0.997 0.319
O 8.732 -2.605 -3.337 -0.944 1.854 2.956 -0.576
C 9.708 -0.193 -2.467 0.771 -1.276 -1.591 -0.141
C 9.186 0.178 -3.971 -2.851 1.712 -6.536 0.510
O 9.991 0.548 -4.998 -2.870 -1.883 6.016 -0.716
O 7.727 0.098 -4.313 6.424 0.056 3.252 -0.690
N 9.370 0.746 -1.371 -0.643 0.594 -0.407 0.524
C 7.956 1.185 -1.260 -0.770 0.602 0.778 -0.077
C 7.493 2.473 -2.155 1.938 3.218 -4.014 0.206
O 8.269 3.265 -2.898 -4.108 -4.965 4.984 -0.525
N 5.985 2.781 -2.206 0.826 -1.553 0.922 -0.097
C 5.357 2.706 -0.832 -0.457 0.027 0.884 -0.461
C 5.249 1.786 -3.079 -1.383 -0.924 -0.901 -0.235
C 10.414 1.720 -0.963 0.935 -0.431 1.198 -1.192
C 11.279 2.441 -2.145 -0.336 1.480 0.157 0.521
O 11.197 3.925 -1.953 -0.388 -1.399 0.389 -0.643
C 12.916 2.106 -2.083 0.482 0.731 -0.538 0.547
F 13.574 2.801 -0.924 -1.693 -2.547 -3.737 -0.273
F 13.217 0.658 -2.015 -0.618 4.645 -0.135 -0.241
F 13.512 2.656 -3.349 -1.347 -1.964 4.269 -0.283
H 8.566 -3.456 -0.746 1.426 2.111 0.480 0.136
H 8.471 -1.732 0.060 1.493 -1.170 -1.168 0.230
H 10.209 -2.550 -0.207 -2.091 0.264 -0.574 0.264
H 7.722 -2.461 -3.376 2.291 -0.020 -0.308 0.319
H 10.896 -0.290 -2.539 -2.388 0.373 0.132 -0.010
H 7.153 0.328 -1.472 2.093 1.764 0.163 0.211
H 7.763 1.487 -0.121 0.399 -0.420 -2.332 -0.162
H 4.232 3.018 -0.938 2.134 -0.524 0.168 0.258
H 5.857 3.480 -0.078 -0.919 -1.819 -1.642 0.214
H 5.345 1.606 -0.370 0.099 2.277 -0.843 0.046
H 5.307 2.016 -4.229 0.302 -0.309 2.385 0.266
H 4.090 1.825 -2.796 2.463 0.161 -0.494 -0.039
H 5.572 0.668 -2.934 -0.320 2.074 -0.287 0.157
H 9.910 2.509 -0.222 1.203 -1.471 -1.892 0.481
H 11.202 1.138 -0.279 -1.557 1.147 -1.382 0.250
H 10.917 2.237 -3.238 0.704 -0.221 2.055 0.227
H 10.311 4.181 -1.562 1.358 -1.009 -0.965 0.367
C 1.029 3.066 3.956 -0.617 0.530 0.389 -0.759
O 1.523 1.802 3.552 0.577 2.710 -1.583 -0.046
P 3.083 1.895 2.810 1.869 -9.263 1.726 0.699
O 2.836 0.540 2.137 -0.590 1.381 -0.557 -0.303
O 3.765 1.658 4.300 0.596 0.946 -0.725 -0.353
C 3.293 0.586 5.105 -0.428 0.017 0.638 -0.529
O 4.643 1.988 2.069 -1.540 2.805 -0.411 -0.354
C 5.672 1.122 2.513 0.362 0.137 0.926 -0.160
H 0.042 2.932 4.406 0.145 -0.061 -0.028 0.131
H 1.700 3.514 4.693 -0.042 0.131 0.093 0.346
H 0.940 3.723 3.087 -0.198 0.094 0.160 0.317
H 2.799 -0.195 4.522 0.002 0.173 -0.140 0.186
H 2.596 0.980 5.853 0.039 -0.210 -0.115 0.242
H 4.143 0.137 5.628 0.062 0.259 -0.177 0.284
H 5.312 0.097 2.633 -0.201 0.123 0.012 0.209
H 6.087 1.491 3.454 0.044 -0.219 -0.057 0.260
H 6.471 1.128 1.767 -0.280 0.249 -0.167 -0.074
C -0.436 -3.781 3.126 -0.605 0.334 0.002 -0.607
O 0.971 -3.725 3.271 -1.776 -2.602 -0.101 -0.172
P 1.785 -4.991 2.418 8.317 4.955 -0.512 0.920
O 3.008 -4.805 3.323 -1.430 -0.912 0.446 -0.551
O 1.906 -3.982 1.110 -0.458 -1.600 -0.227 -0.442
C 2.401 -2.664 1.308 -0.357 0.912 0.001 -0.627
O 2.600 -6.256 1.565 -2.912 -1.110 0.807 -0.459
C 3.686 -5.930 0.716 -0.138 0.498 -0.877 -0.461
H -0.882 -2.961 3.694 0.097 -0.081 -0.072 0.153
H -0.710 -3.675 2.072 -0.205 0.030 -0.027 0.253
H -0.811 -4.731 3.513 -0.271 0.151 0.033 0.317
H 2.998 -2.569 2.217 -0.141 -0.152 0.006 0.444
H 1.555 -1.968 1.349 0.324 0.009 0.091 0.008
H 3.029 -2.393 0.454 -0.164 -0.253 -0.002 0.505
H 4.369 -5.221 1.191 -0.224 0.035 0.116 0.259
H 3.312 -5.523 -0.226 0.231 0.044 0.061 0.184
H 4.234 -6.848 0.492 -0.301 -0.112 0.247 0.277
C -1.073 2.450 -3.748 -0.254 0.178 -0.713 -0.774
O -0.183 2.492 -2.649 -3.096 0.080 0.244 -0.310
P -0.813 1.704 -1.243 8.651 -1.029 3.940 0.953
O 0.160 2.502 -0.368 -1.486 0.560 -0.589 -0.590
O -0.085 0.305 -1.746 -1.245 0.105 0.480 -0.168
C 1.282 0.346 -2.131 0.508 -0.070 -0.743 -0.937
O -1.443 0.916 0.162 -2.567 1.133 -1.862 -0.531
C -0.638 -0.031 0.841 0.371 -0.890 -0.365 -0.226
H -0.615 2.971 -4.593 -0.016 -0.076 0.149 0.311
H -1.271 1.413 -4.033 -0.100 -0.043 -0.172 0.288
H -2.010 2.948 -3.486 -0.023 -0.015 -0.377 0.327
H 1.816 1.199 -1.705 -0.227 0.018 0.035 0.296
H 1.346 0.381 -3.224 0.142 0.066 0.203 0.301
H 1.772 -0.571 -1.787 -0.296 0.030 0.063 0.398
H 0.385 0.328 0.971 -0.041 0.132 -0.134 0.244
H -0.642 -0.979 0.297 0.113 -0.028 0.155 -0.030
H -1.076 -0.208 1.827 -0.258 0.272 -0.172 0.354
C -1.310 -2.466 -2.190 0.771 0.020 -0.431 -0.597
O -2.425 -2.764 -1.372 0.350 2.673 -1.361 -0.263
P -3.876 -1.987 -1.904 -5.512 -6.161 4.770 1.139
O -4.472 -2.155 -0.501 1.043 1.158 -0.528 -0.606
O -4.218 -3.328 -2.813 -0.244 1.031 -0.647 -0.345
C -4.139 -4.608 -2.200 0.521 -0.470 -0.111 -0.707
O -5.328 -1.211 -2.435 2.467 1.800 -0.979 -0.429
C -6.508 -1.980 -2.585 -0.070 -0.626 -0.719 -0.469
H -0.432 -2.981 -1.792 -0.114 0.031 0.010 0.262
H -1.491 -2.807 -3.213 0.120 -0.088 -0.128 0.400
H -1.125 -1.388 -2.186 0.268 -0.398 -0.068 0.168
H -4.231 -4.562 -1.113 0.058 0.227 -0.058 0.331
H -3.185 -5.076 -2.469 -0.175 -0.015 0.174 0.236
H -4.951 -5.233 -2.586 0.030 0.275 -0.146 0.262
H -6.664 -2.649 -1.735 0.196 0.087 0.016 0.282
H -6.463 -2.552 -3.515 -0.130 -0.093 0.126 0.290
H -7.357 -1.295 -2.652 0.295 0.203 0.129 0.115
C -4.062 3.268 8.918 -0.509 0.344 0.318 -0.770
O -3.472 2.820 7.712 1.395 0.280 2.806 -0.289
P -2.308 1.564 7.958 -0.624 -3.239 -9.041 0.898
O -1.675 1.894 6.601 0.269 0.866 1.484 -0.426
O -3.518 0.453 7.749 0.843 -0.230 1.058 -0.345
C -4.375 0.579 6.622 -0.727 0.208 -0.091 -0.623
O -1.145 0.308 8.204 -0.084 1.835 2.639 -0.459
C -1.225 -0.871 7.422 -0.731 -0.692 0.128 -0.502
H -4.776 4.062 8.688 0.115 -0.107 -0.017 0.244
H -4.589 2.444 9.407 -0.098 0.045 0.153 0.326
H -3.290 3.662 9.584 -0.248 0.154 0.120 0.335
H -3.927 1.162 5.814 0.115 0.046 0.187 0.330
H -5.313 1.050 6.937 0.132 -0.037 -0.205 0.227
H -4.602 -0.421 6.238 0.167 0.027 0.276 0.268
H -1.397 -0.643 6.367 -0.077 0.217 0.113 0.225
H -2.018 -1.517 7.805 0.076 -0.039 -0.211 0.285
H -0.278 -1.408 7.514 0.045 0.345 0.223 0.264
C -12.162 -0.454 1.608 -0.513 0.356 0.349 -0.774
O -11.572 -0.902 0.402 1.402 0.256 2.791 -0.267
P -10.408 -2.158 0.648 -0.520 -3.193 -9.037 0.980
O -9.775 -1.828 -0.709 0.215 0.829 1.449 -0.514
O -11.618 -3.269 0.439 0.780 -0.252 0.998 -0.349
C -12.475 -3.143 -0.688 -0.707 0.206 -0.035 -0.618
O -9.245 -3.414 0.894 -0.107 1.792 2.606 -0.432
C -9.325 -4.593 0.112 -0.733 -0.634 0.174 -0.524
H -12.876 0.340 1.378 0.116 -0.108 -0.016 0.245
H -12.689 -1.278 2.097 -0.098 0.047 0.151 0.326
H -11.390 -0.060 2.274 -0.251 0.152 0.113 0.338
H -12.027 -2.560 -1.496 0.122 0.055 0.192 0.322
H -13.413 -2.672 -0.372 0.132 -0.040 -0.210 0.229
H -12.702 -4.142 -1.071 0.161 0.019 0.279 0.269
H -9.497 -4.365 -0.943 -0.086 0.213 0.109 0.257
H -10.118 -5.239 0.496 0.074 -0.043 -0.216 0.257
H -8.378 -5.130 0.205 0.051 0.355 0.236 0.257
C -7.852 1.625 -4.408 -0.642 -0.370 0.240 -0.779
O -6.758 2.479 -4.134 -0.109 -2.159 -2.347 -0.273
P -5.914 2.972 -5.563 3.805 7.715 4.317 0.984
O -4.680 3.298 -4.714 -0.432 -1.543 -0.542 -0.506
O -6.899 4.301 -5.642 0.202 -0.603 -1.184 -0.351
C -7.078 5.088 -4.472 -0.591 0.070 0.464 -0.613
O -5.072 3.464 -6.991 -1.329 -2.861 -0.579 -0.460
C -4.794 4.839 -7.190 -0.734 0.633 -0.206 -0.486
H -8.329 1.350 -3.465 0.117 0.049 -0.098 0.227
H -8.581 2.139 -5.041 -0.156 -0.078 -0.038 0.349
H -7.499 0.720 -4.909 -0.258 -0.113 0.140 0.355
H -6.269 4.964 -3.750 0.009 -0.187 -0.140 0.308
H -8.033 4.821 -4.004 0.221 0.105 0.059 0.236
H -7.121 6.143 -4.762 0.005 -0.218 -0.239 0.265
H -4.412 5.309 -6.280 -0.120 -0.204 0.085 0.252
H -5.695 5.353 -7.533 0.168 0.128 0.086 0.219
H -4.038 4.926 -7.974 -0.062 -0.409 0.053 0.256

[2]
34
Properties=species:S:1:pos:R:3:forces:R:3:nbo_charge:R:1 method="wB97M-V/def2-TZVPD" total_charge=+2 lumo_energy_ev=-6.8 relative_energy_kcal_mol=0.4 gap_ev=9.61 largest_force_ev_per_a=1.1
N 3.395 -2.799 -1.269 0.293 -0.072 -0.247 -0.700
C 2.918 -1.928 -0.417 -0.103 -0.299 0.123 0.390
N 3.313 -0.691 -0.344 0.407 0.017 -0.331 -0.505
C 2.812 0.348 0.568 -0.282 0.519 0.140 -0.086
C 1.931 -0.251 1.629 -0.094 -0.039 0.042 -0.174
C 0.601 -0.245 1.521 0.335 -0.017 0.152 -0.225
C -0.051 0.378 0.382 0.522 0.429 -0.415 0.075
N -1.505 0.201 0.271 0.202 -0.095 0.220 -0.364
C -1.986 -0.068 -1.112 -0.729 -0.298 -0.771 -0.249
C -3.498 -0.326 -1.071 0.229 0.002 -0.071 -0.093
O -4.160 0.785 -0.536 -0.112 0.057 -0.077 -0.480
C -3.762 1.047 0.781 0.180 0.120 0.117 -0.097
C -2.261 1.364 0.837 -0.883 0.545 0.325 -0.249
C 0.635 1.159 -0.456 -0.393 -0.224 0.054 -0.104
C 2.084 1.435 -0.237 0.114 -0.107 0.253 -0.459
H 3.111 -3.768 -1.261 -0.080 0.094 0.084 0.448
H 4.142 -2.554 -1.909 -0.082 -0.108 0.020 0.429
H 2.151 -2.258 0.277 0.045 0.029 -0.063 0.237
H 4.046 -0.376 -0.975 -0.062 -0.094 0.065 0.427
H 3.698 0.790 1.036 -0.138 -0.106 -0.069 0.257
H 2.413 -0.708 2.477 0.022 -0.070 0.193 0.254
H -0.005 -0.681 2.300 -0.095 -0.112 0.190 0.243
H -1.771 -0.611 0.848 0.120 0.101 -0.176 0.437
H -1.451 -0.924 -1.522 0.067 0.056 0.108 0.237
H -1.800 0.814 -1.724 0.112 -0.038 0.144 0.235
H -3.881 -0.460 -2.084 0.153 -0.102 0.084 0.248
H -3.713 -1.233 -0.486 -0.020 0.015 -0.042 0.181
H -3.994 0.194 1.438 -0.012 0.048 -0.011 0.182
H -4.340 1.910 1.113 0.156 -0.067 0.121 0.252
H -2.044 2.244 0.229 0.146 -0.169 -0.032 0.239
H -1.937 1.547 1.862 0.099 -0.107 -0.057 0.244
H 0.172 1.681 -1.278 -0.186 0.030 -0.102 0.242
H 2.588 1.598 -1.191 0.001 0.057 0.009 0.251
H 2.148 2.385 0.304 0.067 0.006 0.019 0.276

[3]
22
Properties=species:S:1:pos:R:3:forces:R:3:nbo_charge:R:1 method="wB97M-V/def2-TZVPD" total_charge=+1 lumo_energy_ev=-2.9 relative_energy_kcal_mol=106.2 gap_ev=10.74 largest_force_ev_per_a=6.3
C 0.168 1.677 1.763 1.050 -1.913 0.935 0.459
N -0.353 0.502 1.645 1.657 1.494 0.640 -0.582
C 0.758 -0.423 1.295 -1.654 0.630 -1.979 0.057
N 0.287 -0.918 -0.196 -1.234 -2.621 5.553 -0.243
C 0.478 -0.057 -1.230 1.750 3.151 -2.102 -0.272
C -0.669 -0.303 -2.205 0.608 -0.964 -0.407 -0.423
C -1.831 -0.452 -1.217 2.645 -0.176 0.570 -0.216
N -1.209 -1.061 0.028 0.112 -2.819 -0.776 -0.438
C 2.040 0.497 1.403 1.014 -1.226 -2.510 -0.124
O 1.508 1.794 1.623 -1.231 0.392 0.328 -0.450
H -0.308 2.504 2.241 -0.481 0.776 -0.482 0.228
H 0.596 -1.336 1.879 0.928 0.319 0.039 0.233
H 1.520 -0.331 -1.442 -0.282 0.315 -1.459 0.249
H 0.549 1.029 -0.978 -0.458 -0.295 0.182 0.177
H -0.904 0.414 -2.992 0.318 0.560 0.495 0.259
H -0.430 -1.200 -2.794 -0.458 -0.180 0.521 0.237
H -2.164 0.497 -0.912 -0.705 1.186 0.240 0.219
H -2.572 -1.054 -1.583 -2.087 -1.410 -0.687 0.236
H -1.348 -0.430 0.870 -0.607 -0.345 -0.136 0.465
H -1.474 -2.154 0.216 0.951 3.460 -0.692 0.450
H 2.742 0.235 2.238 -0.752 0.127 -0.883 0.248
H 2.616 0.570 0.348 -1.083 -0.463 2.611 0.230

[4]
18
Properties=species:S:1:pos:R:3:forces:R:3:lowdin_spin:R:1 method="wB97M-V/def2-TZVPD" multiplicity=2 total_charge=0 lumo_energy_ev="0.2 / 0.2" relative_energy_kcal_mol=24.8 gap_ev="4.65 / 9.48" largest_force_ev_per_a=6.5
C -0.089 -1.502 0.792 -0.230 0.426 -3.196 0.024
C -0.690 -1.564 -1.557 -1.222 -2.866 -3.023 0.512
N -0.246 -0.867 -0.562 1.785 4.661 4.121 0.325
H 0.798 -2.133 0.713 0.516 0.721 1.047 0.010
H -0.866 -2.210 0.901 -1.346 -0.693 0.208 0.008
H -0.283 -0.697 1.476 0.961 -0.037 0.867 0.000
H -0.577 -2.594 -1.288 -0.396 -0.958 -0.566 0.058
H -0.698 -1.365 -2.644 0.292 0.588 1.003 0.057
H -0.038 0.187 -0.558 -0.479 -2.468 -0.446 0.003
H -2.799 3.265 0.613 1.395 -1.098 0.897 0.000
H -1.841 2.615 1.744 -0.161 0.234 1.218 0.000
O -2.032 2.659 0.826 -1.544 0.989 -1.944 0.000
H 3.268 -0.031 0.454 -0.507 -0.538 0.081 0.000
H 3.737 -1.445 0.314 -0.118 -0.255 0.015 0.000
O 2.941 -0.949 0.535 0.782 0.818 -0.103 0.003
H 0.386 2.661 -0.602 1.615 1.651 0.158 0.000
H -0.920 2.100 -0.360 0.679 -0.720 -0.499 0.000
O -0.053 1.868 -0.796 -2.022 -0.457 0.163 -0.001

no.,energy (Ha)
1,-6534.64093
2,-669.45847
3,-474.98178
4,-363.75338